(1)
The following is a DFT calculation (wB97M-V/def2-TZVPD) of a structure of composition C2H5N3O3 in a non-equilibrium geometry.

Positions of all 13 atoms, in Å:
C1 0.3154 -0.3148 -0.7748
C2 -1.2751 0.2701 1.7063
H1 2.2660 1.4501 -0.6766
H2 1.1624 -0.2281 -2.5622
H3 -0.4714 -1.4950 -2.0161
H4 0.0885 -1.4796 1.0802
H5 -1.3777 1.2768 1.2472
N1 1.3569 -0.0031 -1.6674
N2 -0.6515 -1.1657 -1.0110
N3 -0.1307 -0.3910 1.2914
O1 1.5766 1.3765 -1.7349
O2 0.5326 0.3356 0.2582
O3 -2.1009 -0.2543 2.3575

Results
- Spin multiplicity: 1
- HOMO energy: -9.68 eV
- Energy relative to the best compared isomer or geometry (same formula, charge and spin): 133.6 kcal/mol
- LUMO energy: 0.155 eV
- Net charge: 0
- Strongest force on any atom: 7.59 eV Å⁻¹
- HOMO-LUMO gap: 9.8 eV

---

(2)
The following is a DFT calculation (wB97M-V/def2-TZVPD) of an isolated molecule of C2H5N3OS in a non-equilibrium geometry.

Positions of all 12 atoms, in Å:
C1 1.0247 0.3715 0.0194
C2 -1.4701 -0.0704 0.1311
H1 2.7582 1.3541 0.0332
H2 1.5410 2.2413 0.8574
H3 -0.4995 1.7706 0.0301
H4 -2.5944 1.1533 -1.1818
H5 -3.3415 -0.2380 -0.5401
N1 1.7660 1.5234 0.1809
N2 -0.3386 0.7595 0.0411
N3 -2.6298 0.4755 -0.4306
O1 -1.4803 -1.1335 0.7149
S1 1.5667 -1.1455 -0.2725

Results
- Spin multiplicity: 1
- HOMO energy: -8.55 eV
- Energy relative to the best compared isomer or geometry (same formula, charge and spin): 1.2 kcal/mol
- LUMO energy: 0.500 eV
- Net charge: 0
- Strongest force on any atom: 1.96 eV Å⁻¹
- HOMO-LUMO gap: 9.0 eV

---

(3)
The following is a DFT calculation (wB97M-V/def2-TZVPD) of an isolated molecule of C2H5N3OS in a non-equilibrium geometry.

Positions of all 12 atoms, in Å:
C1 -0.6174 -0.3116 -0.4520
C2 -1.0212 -0.5144 0.8797
H1 1.6113 -0.2320 -2.2094
H2 1.0166 0.8827 0.3420
H3 -0.6779 -0.8361 -2.3921
H4 -1.6624 -1.3196 1.1431
H5 1.0307 0.9452 2.8565
N1 0.2219 0.8309 -0.5288
N2 -1.1621 -1.0601 -1.4224
N3 -0.4837 -0.0734 1.9763
O1 0.6643 0.6426 1.8932
S1 1.0800 1.0458 -2.0860

Results
- Spin multiplicity: 1
- HOMO energy: -9.35 eV
- Energy relative to the best compared isomer or geometry (same formula, charge and spin): 112.9 kcal/mol
- LUMO energy: 0.142 eV
- Net charge: 0
- Strongest force on any atom: 4.43 eV Å⁻¹
- HOMO-LUMO gap: 9.5 eV

---

(4)
The following is a DFT calculation (wB97M-V/def2-TZVPD) of an isolated molecule of C2H5N3OS in a non-equilibrium geometry.

Positions of all 12 atoms, in Å:
C1 -0.8061 0.6225 -0.3614
C2 0.8806 -0.3958 1.2202
H1 -1.5683 1.5208 -1.9434
H2 -0.5539 0.1270 -2.3424
H3 0.1388 -1.9331 -1.0088
H4 1.8317 -0.9388 1.0382
H5 1.3157 -0.0908 2.9843
N1 -0.9586 0.7676 -1.6753
N2 0.1526 -0.2910 0.0390
N3 0.5586 0.1674 2.3429
O1 0.6553 -1.0873 -0.9925
S1 -1.6464 1.5315 0.6990

Results
- Spin multiplicity: 1
- HOMO energy: -8.07 eV
- Energy relative to the best compared isomer or geometry (same formula, charge and spin): 66.2 kcal/mol
- LUMO energy: 0.338 eV
- Net charge: 0
- Strongest force on any atom: 2.40 eV Å⁻¹
- HOMO-LUMO gap: 8.4 eV

---

What did the third record say?
The following is a DFT calculation (wB97M-V/def2-TZVPD) of an isolated molecule of C2H5N3OS in a non-equilibrium geometry.

Positions of all 12 atoms, in Å:
C1 -0.6174 -0.3116 -0.4520
C2 -1.0212 -0.5144 0.8797
H1 1.6113 -0.2320 -2.2094
H2 1.0166 0.8827 0.3420
H3 -0.6779 -0.8361 -2.3921
H4 -1.6624 -1.3196 1.1431
H5 1.0307 0.9452 2.8565
N1 0.2219 0.8309 -0.5288
N2 -1.1621 -1.0601 -1.4224
N3 -0.4837 -0.0734 1.9763
O1 0.6643 0.6426 1.8932
S1 1.0800 1.0458 -2.0860

Results
- Spin multiplicity: 1
- HOMO energy: -9.35 eV
- Energy relative to the best compared isomer or geometry (same formula, charge and spin): 112.9 kcal/mol
- LUMO energy: 0.142 eV
- Net charge: 0
- Strongest force on any atom: 4.43 eV Å⁻¹
- HOMO-LUMO gap: 9.5 eV

---

What did the third record say?
The following is a DFT calculation (wB97M-V/def2-TZVPD) of an isolated molecule of C2H5N3OS in a non-equilibrium geometry.

Positions of all 12 atoms, in Å:
C1 -0.6174 -0.3116 -0.4520
C2 -1.0212 -0.5144 0.8797
H1 1.6113 -0.2320 -2.2094
H2 1.0166 0.8827 0.3420
H3 -0.6779 -0.8361 -2.3921
H4 -1.6624 -1.3196 1.1431
H5 1.0307 0.9452 2.8565
N1 0.2219 0.8309 -0.5288
N2 -1.1621 -1.0601 -1.4224
N3 -0.4837 -0.0734 1.9763
O1 0.6643 0.6426 1.8932
S1 1.0800 1.0458 -2.0860

Results
- Spin multiplicity: 1
- HOMO energy: -9.35 eV
- Energy relative to the best compared isomer or geometry (same formula, charge and spin): 112.9 kcal/mol
- LUMO energy: 0.142 eV
- Net charge: 0
- Strongest force on any atom: 4.43 eV Å⁻¹
- HOMO-LUMO gap: 9.5 eV

---

> What is the strongest force on any atom in the fourth record?

2.40 eV Å⁻¹